Below is a molecular structure, C68H182N14O18Ti in a non-equilibrium geometry, with properties calculated with wB97M-V/def2-TZVPD.

Structure (XYZ):
```
283
Properties=species:S:1:pos:R:3:forces:R:3
Ti -11.034831 -6.495063 -25.080815 -0.2 0.9 -2.1
C -10.606007 -8.002394 -28.912330 -0.5 0.2 -0.1
C -11.730371 -7.220268 -28.193035 2.3 0.1 1.7
C -13.038639 -7.768660 -28.532013 -1.1 -0.5 2.5
O -11.522289 -7.290231 -26.752281 0.4 -0.1 0.3
H -10.792748 -9.053961 -28.672824 0.2 0.0 -0.2
H -9.653015 -7.713858 -28.453967 0.0 -0.1 -0.5
H -10.632150 -7.869652 -30.041855 0.2 0.0 1.4
H -11.630868 -6.171177 -28.401131 -0.2 0.8 -0.5
H -13.092259 -7.881015 -29.540681 -0.6 0.1 -3.1
H -13.844418 -7.170071 -28.107207 -0.1 0.1 -0.3
H -13.141525 -8.785069 -28.143652 0.1 0.0 0.3
C -8.682140 -4.824973 -27.177626 -0.1 1.5 0.9
C -9.584151 -4.013735 -26.172167 -0.7 0.0 -0.5
C -10.277410 -2.761599 -26.755408 -0.4 1.1 -0.7
O -10.729961 -4.774787 -25.819706 0.7 -1.8 0.9
H -7.738177 -5.067460 -26.704353 -0.1 -0.8 0.4
H -8.313191 -4.186809 -27.977540 -0.5 0.1 -0.5
H -9.249522 -5.679252 -27.537163 0.3 0.0 -0.1
H -9.015815 -3.759889 -25.249178 -0.2 -0.1 -0.5
H -9.623299 -1.911010 -27.177292 -0.6 -1.3 1.1
H -11.036422 -2.381302 -25.989357 1.3 -0.2 -1.0
H -10.920245 -3.091678 -27.616566 0.6 0.1 0.6
C -8.137308 -8.001529 -22.802782 0.1 0.1 0.2
C -9.355624 -7.107732 -22.912151 2.0 -0.1 1.0
C -9.167977 -5.811796 -22.189166 0.9 -0.4 1.8
O -9.456207 -6.875776 -24.251502 -1.4 0.8 -2.5
H -7.209869 -7.459211 -22.961241 0.0 0.3 -0.2
H -8.204884 -8.769626 -23.545183 0.0 -0.5 -0.5
H -8.048414 -8.476236 -21.860490 0.0 -0.5 1.2
H -10.221243 -7.563811 -22.529139 -1.3 -1.1 0.5
H -8.752731 -5.972285 -21.153237 0.0 0.1 -1.1
H -10.076857 -5.297846 -21.989380 -1.0 0.6 -0.3
H -8.507436 -5.240232 -22.810174 0.5 0.7 0.0
C -13.156349 -3.625927 -24.638482 -0.6 0.3 -1.4
C -13.470207 -5.107198 -24.370215 -2.4 1.2 -0.1
C -14.134181 -5.591986 -25.666296 -0.5 2.6 -0.2
O -12.440175 -5.946341 -24.066267 1.9 -0.7 0.5
H -12.906403 -3.487734 -25.693901 0.5 -0.4 0.1
H -12.376626 -3.187294 -24.085073 1.0 0.3 0.9
H -14.000881 -2.922198 -24.629245 -0.4 -0.6 0.8
H -14.144676 -5.162359 -23.467414 0.1 0.1 -1.0
H -14.896001 -4.830190 -25.972880 0.4 -0.6 0.3
H -14.646098 -6.505140 -25.579849 -0.4 -1.5 0.0
H -13.379166 -5.534394 -26.463132 -0.1 -0.5 0.3
C -10.632892 1.183988 -26.360744 2.0 -1.2 -1.7
C -9.332257 1.996866 -26.113078 -1.5 1.2 -0.8
C -8.094378 1.184231 -26.392548 0.7 -0.2 -0.1
O -8.060598 0.102725 -25.511231 0.3 -1.4 0.6
C -6.938686 -0.750169 -25.675846 -0.2 -1.5 -0.7
N -9.225689 3.130211 -27.091558 0.6 0.0 3.9
H -10.862284 0.421014 -25.634904 0.4 -0.6 0.2
H -10.573730 0.744316 -27.422961 -0.2 0.4 1.5
H -11.462982 1.802624 -26.321872 -1.6 1.6 -0.2
H -9.445022 2.468200 -25.101626 0.8 -0.6 -0.6
H -7.173857 1.811327 -26.250205 -0.7 -0.4 -0.4
H -8.159882 0.778613 -27.460797 0.2 0.7 1.0
H -6.932942 -1.348672 -26.654659 -0.2 1.2 0.8
H -6.879352 -1.579058 -24.926321 -0.6 1.0 -0.1
H -6.027478 -0.182112 -25.593007 0.5 0.3 -0.1
H -9.939107 3.814451 -26.946035 -0.4 0.1 -0.4
H -9.157243 2.753393 -27.965825 -0.3 -0.7 -2.9
C -14.707661 -3.928668 -31.679682 -0.1 0.4 1.2
C -15.984615 -4.627412 -31.315526 -0.3 0.8 1.1
C -16.149519 -4.431707 -29.767291 0.3 0.3 -0.8
O -17.344101 -5.017784 -29.320304 -0.2 0.5 -0.1
C -17.229773 -6.376098 -29.507051 -2.0 -2.8 2.8
N -17.156852 -4.034943 -32.002354 1.9 -0.1 -0.1
H -14.788382 -2.900912 -31.277736 0.4 -0.3 -0.3
H -14.547539 -3.891321 -32.734700 0.3 0.0 -0.8
H -13.907939 -4.493118 -31.173189 0.1 0.5 -0.4
H -15.813226 -5.677667 -31.541993 -0.3 -0.4 0.0
H -16.190418 -3.350794 -29.527771 0.0 -0.5 -0.2
H -15.320935 -4.921374 -29.197796 -0.1 0.5 -0.5
H -16.263791 -6.753475 -29.124229 -0.1 0.1 -0.4
H -17.425080 -6.763373 -30.505228 0.1 0.2 -0.2
H -18.025743 -6.895627 -28.778675 1.5 1.0 -1.6
H -16.944937 -4.122950 -33.006484 -0.9 0.0 0.6
H -17.991071 -4.501962 -31.702694 -0.5 -0.2 -0.3
C -21.758585 -2.132661 -24.120552 0.5 1.4 -0.2
C -20.946497 -0.805285 -23.905408 -1.9 -0.6 -0.6
C -19.640797 -0.949652 -23.241729 2.4 -0.2 -0.8
O -19.701235 -1.630876 -22.034377 0.1 -0.1 1.1
C -18.439670 -1.545735 -21.349724 -1.1 0.3 -0.2
N -20.857931 -0.110630 -25.191608 -0.3 -1.1 -0.6
H -21.222890 -2.803263 -24.783685 0.0 -0.1 -0.4
H -22.733985 -1.842506 -24.539279 0.4 -0.3 0.0
H -21.904728 -2.674883 -23.206548 -0.1 -0.1 0.6
H -21.557235 -0.171740 -23.274523 -0.3 0.2 0.4
H -19.218973 0.083626 -23.161678 -0.1 -0.4 0.4
H -18.883616 -1.495618 -23.870490 -0.6 0.5 -0.1
H -17.662572 -1.961915 -21.976852 0.5 0.1 -0.3
H -18.486526 -2.167569 -20.442625 -0.2 0.5 -0.2
H -18.282183 -0.460157 -21.164724 0.4 -0.7 0.3
H -20.223456 0.653074 -25.224810 0.5 0.9 0.6
H -20.454410 -0.750209 -25.868900 -0.2 -0.1 -0.1
C -18.385158 -9.245741 -26.048135 2.0 0.4 2.6
C -16.879394 -8.819803 -25.951105 0.1 -1.5 0.1
C -16.047533 -9.494515 -24.870791 -0.5 0.4 0.8
O -16.612109 -9.190795 -23.572298 -0.2 -0.9 -1.7
C -16.117941 -10.109414 -22.661717 0.9 0.7 1.6
N -16.151679 -9.114387 -27.164832 0.7 -0.1 -1.8
H -18.804017 -8.789982 -26.866380 -1.0 1.0 -2.3
H -18.906604 -8.815727 -25.187868 0.1 -0.2 0.1
H -18.573700 -10.306659 -26.057066 0.3 -0.4 -0.1
H -16.731737 -7.816184 -25.661731 -0.8 1.8 0.0
H -15.052606 -9.040984 -24.830028 0.3 0.0 -0.5
H -15.893336 -10.562365 -25.092294 -0.5 0.0 0.4
H -15.017161 -10.013395 -22.564566 -0.3 0.2 0.3
H -16.270623 -11.133246 -22.882754 -0.7 -1.2 -0.8
H -16.628130 -9.911615 -21.718329 0.3 0.1 0.2
H -16.689801 -9.148343 -28.025965 -0.3 -0.1 0.4
H -15.376393 -8.486264 -27.403118 -0.4 -0.2 0.7
C -12.618230 1.481953 -22.626085 0.4 0.8 -0.2
C -11.236188 1.404180 -21.953576 -0.6 0.5 -2.4
C -10.373329 0.335558 -22.635081 1.4 1.2 0.1
O -11.015507 -0.881637 -22.613769 -1.0 -1.0 0.2
C -10.232362 -1.995861 -22.889472 1.8 -1.1 0.7
N -10.577673 2.713936 -22.099746 -0.6 -0.6 1.3
H -13.203037 0.620705 -22.371107 -0.3 -0.7 -0.5
H -12.597466 1.748577 -23.700559 0.3 -0.9 0.2
H -13.172470 2.323018 -22.261636 -0.2 0.6 0.8
H -11.420773 1.176753 -20.925230 0.3 -0.1 0.8
H -9.398875 0.279083 -22.087296 -0.4 -0.1 -0.2
H -10.095141 0.699971 -23.672681 -0.4 -0.6 0.8
H -9.399893 -2.234116 -22.145981 -0.7 1.0 -0.5
H -9.759714 -1.946955 -23.856869 0.2 0.3 -0.6
H -10.765283 -2.935711 -22.860163 -0.8 0.2 -0.1
H -10.401008 2.896079 -23.060912 0.1 0.2 -0.9
H -9.681952 2.623968 -21.661126 0.7 0.3 0.3
C -11.683894 -1.129667 -31.799362 -1.4 -0.5 0.0
C -11.212697 -1.716047 -30.480343 1.5 0.2 -0.4
C -10.378313 -2.959133 -30.734129 -0.3 1.1 -2.4
O -11.187359 -3.880773 -31.440648 0.2 0.1 0.6
C -10.384097 -4.902312 -31.950617 0.0 -0.1 -1.4
N -10.429303 -0.723676 -29.736623 1.0 0.7 -0.1
H -11.019802 -1.066775 -32.641835 1.2 0.4 0.1
H -12.165556 -0.183471 -31.592616 0.0 0.4 -0.2
H -12.427849 -1.780442 -32.256926 -0.4 -0.1 0.4
H -12.078701 -1.984476 -29.895389 -0.2 0.0 0.2
H -9.990176 -3.458134 -29.869894 0.6 0.0 0.7
H -9.585239 -2.590417 -31.475566 -0.3 -0.6 1.2
H -10.072299 -4.638238 -33.000337 0.0 -0.3 0.8
H -11.029657 -5.771102 -32.005021 0.2 -0.5 0.0
H -9.479602 -5.093893 -31.351189 -0.4 -0.1 0.0
H -10.186091 -1.077396 -28.812678 0.0 0.1 -0.3
H -9.536392 -0.397900 -30.209053 -1.6 -0.8 0.6
C -18.456020 -2.716262 -26.637217 -0.3 -1.1 -0.5
C -17.910329 -4.080985 -26.085989 -0.2 1.1 -1.0
C -17.721590 -4.037135 -24.610876 0.5 -0.1 0.2
O -17.400467 -5.386819 -24.254477 0.7 1.2 1.6
C -17.142913 -5.561840 -22.834142 0.2 -0.4 -1.3
N -18.921250 -5.096842 -26.356897 0.1 -0.7 -0.9
H -17.753524 -1.876319 -26.506846 -0.3 -0.4 0.2
H -19.452362 -2.545408 -26.093813 1.4 -0.1 -1.1
H -18.588414 -2.873521 -27.760221 -0.2 0.4 1.4
H -16.972456 -4.399587 -26.574868 0.0 0.6 0.1
H -18.680277 -3.729064 -24.193925 -0.2 -0.1 0.5
H -16.952513 -3.282060 -24.308227 -0.3 -0.7 -0.1
H -17.010772 -6.628544 -22.815775 0.0 -0.5 0.6
H -18.025598 -5.292368 -22.261708 0.0 0.2 0.2
H -16.202326 -5.099187 -22.439627 -0.8 0.1 -0.5
H -18.839828 -5.304608 -27.359976 -0.4 0.3 0.3
H -18.562388 -5.948925 -25.928476 -0.3 0.0 0.2
C -7.435092 -13.052925 -26.248335 -0.3 0.1 -1.3
C -8.464273 -12.941634 -25.125356 1.5 0.8 -1.0
C -8.583018 -14.271333 -24.472085 -0.5 -2.5 -0.2
O -7.374636 -14.451275 -23.751840 0.3 -0.1 0.0
C -7.177360 -15.632177 -22.974992 0.1 0.1 -1.7
N -8.012824 -11.971671 -24.147246 -1.6 0.7 0.1
H -7.807103 -13.663585 -27.112837 0.3 0.3 0.8
H -6.574258 -13.511192 -25.804362 0.8 -0.3 -0.2
H -7.163678 -12.058709 -26.663177 -0.2 -0.5 0.4
H -9.327153 -12.549476 -25.623283 -1.2 -0.2 0.3
H -8.592294 -15.090260 -25.295156 -0.5 1.1 1.2
H -9.490600 -14.350432 -23.807849 0.8 0.0 -0.5
H -7.948871 -15.657080 -22.254923 -0.8 -0.3 1.2
H -6.194038 -15.486160 -22.521238 -0.2 -0.3 0.0
H -7.231341 -16.599925 -23.565503 0.2 1.1 0.4
H -8.016630 -11.068646 -24.594548 0.2 0.3 0.1
H -7.091246 -12.189175 -23.869777 1.1 -0.2 0.4
C -12.816008 -7.278354 -20.044607 0.2 0.3 -1.2
C -14.294035 -7.552727 -20.327748 1.3 0.7 0.4
C -15.069782 -6.447301 -19.580386 0.5 -0.4 -0.7
O -16.442061 -6.560180 -19.770524 -1.2 -0.3 0.8
C -17.086424 -5.537378 -19.044289 -1.1 1.9 -1.7
N -14.384149 -7.582661 -21.771920 -1.2 -0.4 -0.5
H -12.206639 -7.971729 -20.662063 -0.2 0.4 0.5
H -12.596131 -7.396375 -19.010927 0.3 -0.1 0.9
H -12.548512 -6.232204 -20.344120 -0.2 -0.8 0.2
H -14.477500 -8.548773 -19.928414 -0.6 -0.1 0.1
H -14.770656 -5.516761 -20.041743 0.4 0.6 -0.3
H -14.821231 -6.339765 -18.508180 0.1 -0.5 -0.2
H -16.678535 -5.385446 -18.056344 0.4 0.0 0.3
H -18.173736 -5.657283 -18.928178 0.4 -0.8 -0.2
H -17.060673 -4.556789 -19.653783 0.5 -1.1 1.0
H -13.790740 -6.910740 -22.251532 -0.4 0.1 0.2
H -15.347953 -7.625798 -22.138019 0.9 0.3 0.2
C -16.409614 1.845464 -25.520913 0.6 -0.3 -1.5
C -16.221627 0.442845 -26.080390 0.8 0.3 0.7
C -15.098891 0.490874 -27.083165 0.3 0.7 -0.3
O -14.742143 -0.809747 -27.413955 0.2 -0.8 0.2
C -13.724061 -0.835411 -28.358843 1.5 -0.4 0.2
N -15.930907 -0.559270 -25.035678 0.8 0.5 0.7
H -17.164088 1.799040 -24.788297 -0.7 0.3 1.3
H -16.747814 2.561366 -26.302631 0.4 -0.5 0.4
H -15.410267 2.113459 -25.166817 -0.4 0.5 0.5
H -17.114372 0.109715 -26.547236 -0.9 -0.2 -0.7
H -14.208176 1.015688 -26.655336 -0.4 -0.1 -0.1
H -15.404719 1.022677 -28.005230 0.0 0.1 0.3
H -14.056677 -0.317110 -29.229862 0.0 0.7 -0.9
H -13.529610 -1.860437 -28.668960 -0.3 -0.2 0.3
H -12.718780 -0.425351 -28.010784 -1.3 -0.2 -0.2
H -15.295894 -0.172474 -24.309172 -0.7 0.0 -0.5
H -15.324300 -1.234892 -25.493711 -0.3 -0.4 0.0
C -9.993247 -6.560384 -18.109320 1.0 0.4 -1.2
C -10.404864 -5.737062 -16.929697 0.1 0.5 -0.4
C -9.626046 -4.405931 -17.059601 -2.0 -0.6 1.2
O -9.716372 -3.849455 -15.757158 -1.3 -0.9 0.1
C -9.469686 -2.513824 -15.656652 1.1 1.7 0.1
N -11.877494 -5.443697 -16.993124 1.7 -1.3 0.0
H -10.477013 -6.125504 -19.016939 0.7 -0.3 0.4
H -10.334602 -7.563655 -18.067677 -0.4 -1.0 0.2
H -8.860216 -6.587983 -18.201855 -1.4 0.1 -0.1
H -10.113334 -6.257783 -15.998345 -0.4 0.4 -0.3
H -10.218421 -3.829843 -17.820801 1.0 0.1 0.5
H -8.602226 -4.569455 -17.305317 0.9 0.1 -0.5
H -10.004944 -1.982219 -14.846142 0.3 -0.9 0.2
H -9.834357 -1.955016 -16.520920 0.5 -0.1 -0.5
H -8.371523 -2.419225 -15.518829 -0.4 0.8 -0.1
H -12.085482 -4.978732 -16.135735 -0.4 0.6 0.5
H -11.920511 -4.756395 -17.731336 -0.6 0.3 0.0
C -11.053427 -10.271285 -22.704063 -1.0 0.5 -2.2
C -11.274418 -9.998183 -24.276564 0.4 -0.9 1.6
C -12.121925 -11.109649 -24.921106 -0.2 0.8 1.0
O -12.078908 -10.861414 -26.286138 0.1 -0.5 -1.2
C -13.148930 -11.523837 -26.990846 1.3 -0.2 0.6
N -11.870985 -8.664128 -24.395072 -0.8 0.2 -2.0
H -11.250351 -11.320798 -22.456779 0.2 0.4 0.1
H -11.750192 -9.578964 -22.224931 -0.1 -0.5 0.4
H -10.070825 -9.953663 -22.440957 0.8 -0.1 0.3
H -10.317808 -10.009696 -24.801456 0.1 0.1 0.0
H -13.174905 -11.008677 -24.576615 0.3 -0.2 0.2
H -11.750146 -12.119166 -24.619402 -0.1 0.5 -0.4
H -12.898595 -11.516754 -28.052833 -0.1 0.2 0.1
H -14.026067 -10.904541 -26.788627 -0.5 -0.8 -0.2
H -13.126124 -12.598886 -26.661936 -0.8 0.9 -0.2
H -12.257889 -8.507286 -25.385729 0.6 -0.8 1.5
H -12.675546 -8.678730 -23.777585 -0.2 0.5 0.2
C -18.488322 -12.529168 -31.634375 0.7 0.0 -0.4
C -17.717599 -11.178330 -31.603774 0.3 -0.3 0.9
C -18.626737 -10.224613 -30.852020 0.8 -0.1 0.4
O -19.697816 -9.962708 -31.710057 -0.4 -0.2 0.5
C -20.108725 -8.645029 -31.668109 -1.4 1.3 -0.7
N -16.411320 -11.218065 -30.855829 -0.8 1.4 -1.9
H -17.968543 -13.357812 -32.160126 0.1 0.5 0.6
H -19.424055 -12.434920 -32.189965 -0.1 0.3 0.3
H -18.703416 -12.759350 -30.573652 0.0 -0.4 -0.6
H -17.668408 -10.720174 -32.584942 0.7 -0.3 -0.3
H -18.091609 -9.308894 -30.530624 -0.2 -0.3 -0.4
H -18.913238 -10.748329 -29.933110 -0.5 0.3 0.2
H -19.301270 -7.957905 -31.985821 -0.3 -0.1 0.1
H -20.544852 -8.279957 -30.715951 0.6 -0.4 0.0
H -20.965115 -8.562927 -32.367996 0.6 0.1 0.1
H -16.451787 -11.955336 -30.218719 0.3 -1.4 1.1
H -15.570715 -11.270351 -31.429453 -0.6 -0.2 0.1
C -12.039676 -3.536486 -20.313843 1.8 1.2 -0.4
C -13.380831 -3.073382 -19.769649 -1.0 -1.1 0.4
C -13.166922 -1.909954 -18.798817 -1.2 0.1 -0.5
O -12.510716 -2.330762 -17.621799 0.3 0.5 0.3
C -12.541207 -1.342347 -16.557276 -0.8 -0.8 -0.3
N -14.358597 -2.654873 -20.801897 0.2 -0.6 0.1
H -11.285444 -2.657271 -20.313482 -1.2 -1.2 -0.2
H -12.055291 -3.930849 -21.339142 -0.4 0.1 0.2
H -11.540683 -4.303579 -19.733493 -0.1 -0.2 0.4
H -13.928729 -3.913471 -19.215702 1.1 1.0 -0.5
H -14.186128 -1.527921 -18.580344 0.4 0.0 0.2
H -12.631087 -1.115147 -19.368819 0.0 -0.2 0.5
H -13.204101 -1.705065 -15.740750 0.5 0.0 -0.4
H -13.044660 -0.464298 -16.956961 0.4 0.4 0.2
H -11.528461 -1.160864 -16.163077 -0.7 0.1 -0.4
H -14.197386 -1.701915 -21.081513 0.2 0.2 -0.4
H -14.333527 -3.280056 -21.625613 0.1 0.7 0.7
```
Forces are in eV/Å.

Computed properties:
gap between HOMO and LUMO = 9.2 eV
E_LUMO = 0.39 eV